This record from the Open Molecules 2025 dataset describes 10 unconnected molecules or ions with the total composition C48H108BF10N12O8P in a non-equilibrium geometry. The level of theory is ωB97M-V/def2-TZVPD.

maximum force	6.378	eV Å⁻¹
E_tot	-4515.528031	a.u.
M	1213.23	g mol⁻¹
orbital gap	0.221	Ha
HOMO level	-0.5866	Ha
total charge	+6

Geometry (Å):
1 P -0.9301 0.7885 1.1462
2 F -2.4396 0.2144 1.6152
3 F -0.4150 -0.5918 0.5081
4 F -1.3320 1.4776 -0.3294
5 F -1.7140 9.3881 3.8280
6 F -1.2878 2.0650 2.0851
7 F -0.0875 8.9948 5.2499
8 F -0.2403 0.1909 2.4775
9 F 0.4748 9.7466 3.2826
10 F 0.4573 1.5405 0.8958
11 F -0.4277 7.6411 3.5146
12 O -5.6414 -9.3346 -4.8600
13 O -3.1810 -6.3527 -9.3270
14 O 2.6976 7.6209 -2.5486
15 O -4.7277 -4.2612 -5.0902
16 O -4.7493 -7.0873 -0.4584
17 O 6.4080 9.4800 -2.2816
18 O 5.7198 1.1962 -5.2203
19 O 7.8022 -1.7311 -3.8846
20 N -5.8935 5.9126 -1.0762
21 N -5.7744 8.1690 -1.5938
22 N 4.3972 -1.4161 -4.7601
23 N -4.8378 -9.7668 -2.0550
24 N 4.6582 8.1346 -0.6283
25 N -4.8687 -2.6566 8.1392
26 N -1.9427 -4.4614 -6.4279
27 N 3.4881 5.0354 8.2054
28 N 5.1932 -7.4543 2.0229
29 N 4.8591 -5.5990 3.1844
30 N -5.7562 -4.2122 9.3924
31 N 4.4831 6.8729 9.0595
32 C 3.4230 7.4040 -0.1550
33 C 5.5682 -6.7946 3.2115
34 C 3.6921 6.3230 8.0119
35 C 4.7398 5.7566 9.9265
36 C 4.0106 4.7876 9.3975
37 C -6.0471 9.3814 -2.3168
38 C -4.1633 -5.8404 0.0538
39 C -6.0348 -5.0435 10.5535
40 C 4.2562 -6.7264 1.3542
41 C 4.8402 9.6099 -0.2775
42 C 1.6657 7.6199 -3.4336
43 C -6.6481 -3.8940 8.3321
44 C 5.0309 -4.4596 4.1378
45 C 4.1126 8.7804 10.4945
46 C 4.5599 0.9942 -4.3845
47 C 9.0165 -2.4006 -3.5186
48 C -4.2557 -9.4964 -0.7016
49 C -2.2965 -4.0093 -4.9497
50 C -3.6629 -3.3485 -4.7368
51 C 4.0926 -5.5002 2.0477
52 C 5.7844 -1.8169 -5.2972
53 C -2.3522 -6.1848 -8.1370
54 C -4.8630 7.8547 -0.6428
55 C -4.0154 -1.5708 7.6543
56 C -6.7090 -9.3342 -3.8725
57 C 2.2434 7.6489 -1.1349
58 C -4.6465 -0.1601 7.6677
59 C 4.7429 8.2988 9.2030
60 C -6.3962 4.4795 -1.0927
61 C 5.5078 9.7025 -3.3560
62 C -6.0559 -3.0024 7.5038
63 C -4.7400 10.0919 -2.8792
64 C -3.7685 -8.1089 -0.3925
65 C -4.6741 -3.3910 9.2748
66 C -6.0247 -3.5899 -5.2728
67 C -6.0792 -9.5946 -6.1514
68 C -3.3979 -5.1148 -10.0678
69 C 5.6071 -8.7575 1.5534
70 C 2.7530 4.2245 7.2957
71 C 6.6695 -2.5998 -4.3449
72 C -6.3761 6.9467 -1.8969
73 C -4.9301 6.5216 -0.2534
74 C -3.0107 -5.4981 -6.9533
75 C 6.8452 -9.3522 2.3728
76 C 6.1155 10.0004 -1.0445
77 C -6.1490 -8.8953 -2.4743
78 C 6.0144 2.5478 -5.4320
79 C 4.4633 -0.3969 -3.6630
80 B -0.4808 8.9569 3.9432
81 H 4.6388 10.2765 -3.0342
82 H 0.9293 6.8236 -3.3251
83 H -3.8828 -3.1883 9.9813
84 H 2.0957 7.5372 -4.4318
85 H 4.9777 -3.5236 3.5818
86 H 6.2522 -7.0368 4.0114
87 H 1.4486 6.9410 -0.8998
88 H 9.6353 -1.9635 -2.7349
89 H -3.7792 -4.2176 -9.5800
90 H -5.2741 -9.8289 -6.8478
91 H -3.4609 -8.2236 0.6468
92 H 4.4507 1.7763 -3.6331
93 H -7.5875 -8.7527 -4.1520
94 H 3.8387 3.8016 9.8031
95 H 1.1455 8.5776 -3.4453
96 H -3.1434 -5.5776 -0.2269
97 H 7.2587 -10.1656 1.7766
98 H -3.2930 -6.2040 -6.1722
99 H -4.1999 8.6144 -0.2561
100 H 8.7247 -3.3906 -3.1681
101 H -7.4752 4.3247 -1.0839
102 H 5.9963 -4.5055 4.6418
103 H -3.1500 -1.3895 8.2917
104 H -2.4373 -4.9325 -10.5496
105 H -7.0089 6.6757 -2.7290
106 H 4.0883 -2.3282 -4.4555
107 H -1.7936 -3.5895 -6.9155
108 H 7.5566 -8.5427 2.5361
109 H -2.8007 -7.9066 -0.8513
110 H -4.3864 9.5464 -3.7541
111 H -5.8763 -2.8776 -6.0844
112 H -3.8963 -4.9427 -7.2620
113 H 3.2353 7.6350 0.8936
114 H -6.7218 -4.3807 -5.5499
115 H 2.2361 4.8303 6.5516
116 H 3.6006 6.3389 -0.3038
117 H -1.5413 -3.2828 -4.6499
118 H -6.0149 3.9317 -1.9544
119 H -4.0336 -6.0825 1.1086
120 H 4.3057 -4.5299 4.9485
121 H -3.9907 10.0716 -2.0878
122 H -6.3131 10.0599 -1.5063
123 H -3.7553 -2.5167 -5.4351
124 H -7.5593 -4.4693 8.2602
125 H 4.3267 9.8431 10.6085
126 H 4.3312 8.8176 8.3373
127 H 4.6708 8.0064 -1.6300
128 H 3.0371 8.6361 10.5976
129 H 3.9552 10.1278 -0.6471
130 H 6.8843 2.5827 -6.0880
131 H -6.6791 9.3334 -3.2036
132 H -4.9697 -10.7620 -2.1665
133 H 2.1602 3.4246 7.7394
134 H -3.2835 -9.9862 -0.6473
135 H -2.1949 -7.2371 -7.9004
136 H -2.0381 -4.8344 -4.2859
137 H -3.8215 -2.9539 -3.7332
138 H 4.8092 9.5954 0.8119
139 H 6.3921 -1.0059 -5.6986
140 H 6.1474 11.0888 -1.0939
141 H 3.4918 3.6918 6.6970
142 H -4.1182 -5.3430 -10.8533
143 H -5.7448 -7.8831 -2.4593
144 H -7.0531 -10.3677 -3.9114
145 H 5.2192 5.8484 10.8899
146 H 4.5621 8.2381 11.3264
147 H 3.7032 1.1131 -5.0477
148 H 6.1199 10.1029 -4.1642
149 H 5.3579 -0.5493 -3.0592
150 H 7.0839 -3.4498 -4.8871
151 H -5.8574 3.9499 -0.3070
152 H -6.6537 -10.5207 -6.1703
153 H 5.1937 3.1047 -5.8841
154 H 5.5471 -2.4279 -6.1680
155 H 5.1763 8.7847 -3.8416
156 H -5.0785 11.0773 -3.1993
157 H 7.0565 9.8179 -0.5255
158 H 3.5461 -4.5863 1.8676
159 H 3.3810 6.8573 7.1263
160 H -3.7967 -1.6818 6.5923
161 H -5.8770 -6.0702 10.2233
162 H 9.6265 -2.5203 -4.4140
163 H -3.8882 0.6141 7.5500
164 H 3.8610 -7.2165 0.4767
165 H -1.0910 -4.9404 -6.1725
166 H 5.8298 8.2450 9.1406
167 H 4.7169 -9.3863 1.5715
168 H 6.5455 -9.7167 3.3554
169 H -5.1807 0.0264 8.5994
170 H -1.3129 -5.9637 -8.3801
171 H -6.3036 -3.0825 -4.3494
172 H 5.3932 7.4998 -0.3512
173 H -6.8261 -8.9205 -1.6205
174 H 1.6940 8.5872 -1.0593
175 H -6.4049 -2.5410 6.5919
176 H 6.3369 3.0863 -4.5409
177 H -4.0772 -9.5684 -2.6891
178 H -4.3981 6.0034 0.5307
179 H -6.7923 -8.8391 -6.4812
180 H 6.2544 -3.1178 -3.4804
181 H -4.9449 -9.9831 -0.0114
182 H 5.9826 -8.4514 0.5769
183 H -7.0572 -4.9234 10.9118
184 H 3.7540 -1.0139 -5.4268
185 H -5.4737 -4.7693 11.4468
186 H 3.5637 -0.5454 -3.0656
187 H -5.3801 0.0222 6.8825
188 H -4.8223 -4.9746 -0.0117